# 1
CH4N2O2 | ωB97M-V/def2-TZVPD

ORCA input file:
```
! wB97M-V def2-TZVPD RIJCOSX def2/J DEFGRID3
* xyz 0 1
C -1.164 -0.220 0.101
N 1.517 0.030 0.200
N 0.011 0.630 -0.120
O 2.254 0.874 -0.322
O 1.905 -0.977 0.853
H -2.090 0.298 -0.197
H -1.229 -0.475 1.126
H -1.322 -1.102 -0.541
H 0.118 0.941 -1.101
*
```

* energy above the lowest of the compared OMol25 structures with the same formula, charge and spin: 100.0 kcal/mol
* E_HOMO: -10.61 eV
* strongest force on any atom: 4.6 eV/A
* SMILES: CN[N+](=O)[O-]
* E: -8172.351 eV
* gap between HOMO and LUMO: 0.3928 hartree

Formally, the Mulliken partial charges of the atoms, in units of the elementary charge, are as follows:
1. C -0.6934
2. N 0.8017
3. N -0.3273
4. O -0.4806
5. O -0.4832
6. H 0.3170
7. H 0.2933
8. H 0.2909
9. H 0.2815

***

# 2
C32H26AsN3O2PS7V | ωB97M-V/def2-TZVPD

ORCA input file:
```
! wB97M-V def2-TZVPD RIJCOSX def2/J DEFGRID3
* xyz 0 1
V -0.568 0.614 -1.654
S -2.787 -0.709 -4.779
As -3.111 -0.397 -2.801
S -2.349 1.673 -2.139
S -1.045 -1.351 -1.681
S -4.593 -1.030 -1.536
O 0.197 2.993 -0.490
C 0.348 2.150 0.378
N 0.810 2.264 1.642
C 0.843 0.981 2.343
C 0.234 0.045 1.264
O 0.053 -1.136 1.379
N 0.054 0.811 0.132
C 0.064 1.032 3.647
C 0.485 1.954 4.604
C -0.183 2.069 5.810
C -1.271 1.248 6.079
C -1.678 0.318 5.138
C -1.015 0.207 3.922
C 2.274 0.480 2.569
C 3.353 1.047 1.905
C 4.632 0.532 2.081
C 4.835 -0.555 2.916
C 3.755 -1.127 3.576
C 2.480 -0.615 3.404
H 0.850 3.155 2.106
H 1.353 2.575 4.411
H 0.149 2.794 6.542
H -1.795 1.334 7.022
H -2.527 -0.322 5.339
H -1.350 -0.515 3.191
H 3.199 1.891 1.246
H 5.466 0.982 1.559
H 5.831 -0.955 3.053
H 3.907 -1.977 4.230
H 1.638 -1.061 3.917
S 3.457 0.085 -5.081
P 2.119 -0.651 -3.898
S 1.005 1.009 -3.113
C 2.774 -1.619 -2.516
C 3.525 -2.739 -2.876
C 4.049 -3.562 -1.894
C 3.832 -3.269 -0.553
C 3.105 -2.146 -0.193
C 2.579 -1.317 -1.176
C 0.915 -1.719 -4.716
C 0.485 -1.351 -5.990
C -0.401 -2.158 -6.679
C -0.860 -3.338 -6.105
C -0.431 -3.711 -4.842
C 0.459 -2.905 -4.143
H 3.700 -2.956 -3.923
H 4.628 -4.431 -2.177
H 4.239 -3.915 0.214
H 2.943 -1.909 0.850
H 2.041 -0.423 -0.893
H 0.863 -0.440 -6.437
H -0.733 -1.869 -7.668
H -1.552 -3.968 -6.648
H -0.781 -4.632 -4.396
H 0.816 -3.212 -3.168
S -2.710 2.251 1.761
C -4.212 2.684 1.169
N -4.894 1.848 0.328
C -6.108 2.109 -0.214
C -6.749 3.271 0.064
C -6.108 4.184 0.935
C -4.888 3.903 1.470
H -4.450 0.961 0.104
H -6.501 1.340 -0.863
H -7.714 3.481 -0.369
H -6.595 5.120 1.177
H -4.386 4.593 2.132
*
```

* energy above the lowest of the compared OMol25 structures with the same formula, charge and spin: 9.7 kcal/mol
* E_HOMO: -7.82 eV
* strongest force on any atom: 0.7 eV/A
* E: -213837.607 eV
* gap between HOMO and LUMO: 0.2063 hartree

Formally, the Mulliken partial charges of the atoms, in units of the elementary charge, are as follows:
1. V 1.2823
2. S -0.2358
3. As 0.2815
4. S -0.3831
5. S -0.2492
6. S -0.3852
7. O -0.7037
8. C -0.7107
9. N 0.3306
10. C 3.5972
11. C -1.6806
12. O -0.5709
13. N 1.3202
14. C -0.3862
15. C -0.3863
16. C -0.9949
17. C -0.4459
18. C -0.9859
19. C 0.2090
20. C -0.6506
21. C -0.3504
22. C -0.8459
23. C -0.5210
24. C -0.7926
25. C -0.3486
26. H 0.2719
27. H 0.4111
28. H 0.4117
29. H 0.4090
30. H 0.4379
31. H 0.4749
32. H 0.4695
33. H 0.4410
34. H 0.4247
35. H 0.4068
36. H 0.4462
37. S -0.3882
38. P 0.8924
39. S -0.3304
40. C -0.4413
41. C -0.4804
42. C -0.6195
43. C -0.8443
44. C -0.2370
45. C 0.5370
46. C 0.7367
47. C -0.4908
48. C -0.8646
49. C -0.3154
50. C -0.7145
51. C -0.3728
52. H 0.4240
53. H 0.3902
54. H 0.4166
55. H 0.4048
56. H 0.2884
57. H 0.3144
58. H 0.3951
59. H 0.3863
60. H 0.4005
61. H 0.5248
62. S -0.2293
63. C 0.2744
64. N 0.0717
65. C -0.0503
66. C -0.7245
67. C -0.1240
68. C -0.8039
69. H 0.0273
70. H 0.3583
71. H 0.4002
72. H 0.3819
73. H 0.4082

***

# 3
C3HAuFO3 | ωB97M-V/def2-TZVPD

ORCA input file:
```
! wB97M-V def2-TZVPD RIJCOSX def2/J DEFGRID3
* xyz 1 3
O -0.823 0.922 0.746
C -1.423 0.473 -0.343
C 0.521 0.404 0.770
O -2.532 0.785 -0.705
O -0.586 -0.294 -1.063
C 0.558 -0.605 -0.277
H 0.783 0.098 1.788
Au 2.172 0.299 -0.643
F 1.329 -2.082 -0.274
*
```

* energy above the lowest of the compared OMol25 structures with the same formula, charge and spin: 17.8 kcal/mol
* E_HOMO (spin up / spin down): -13.94 / -16.81 eV
* strongest force on any atom: 5.9 eV/A
* E: -15663.438 eV
* gap between HOMO and LUMO (spin up / spin down): 0.2677 / 0.2398 hartree

Formally, the Mulliken partial charges of the atoms, in units of the elementary charge, are as follows:
1. O -0.1975
2. C 0.6545
3. C -0.6043
4. O -0.3266
5. O -0.2018
6. C 1.0930
7. H 0.4454
8. Au 0.3806
9. F -0.2433